{
  "formula": "C10H24AgN4O18S2",
  "method": "wB97M-V/def2-TZVPD",
  "gap_ev": [7.3, 4.7],
  "total_energy_ev": -79215.0518,
  "homo_energy_ev": [-13.362, -13.362],
  "multiplicity": 3,
  "charge": 1,
  "molar_mass_g_mol": 660.31,
  "elements": ["Ag", "O", "C", "C", "O", "H", "H", "H", "H", "C", "N", "O", "O", "H", "H", "H", "C", "N", "O", "O", "H", "H", "H", "C", "N", "O", "O", "H", "H", "H", "C", "N", "O", "O", "H", "H", "H", "C", "C", "O", "S", "O", "O", "O", "H", "H", "H", "H", "C", "C", "O", "S", "O", "O", "O", "H", "H", "H", "H"],
  "positions_angstrom": [[-0.730, -0.524, 3.552], [0.893, 0.055, 1.980], [0.257, -0.093, 0.713], [-1.312, -0.651, 0.618], [-2.099, -0.427, 1.770], [0.857, -0.710, 0.044], [0.296, 0.903, 0.271], [-1.101, -1.705, 0.439], [-1.843, -0.286, -0.261], [2.970, 1.656, -2.076], [3.434, 3.071, -2.220], [2.659, 3.858, -2.719], [4.518, 3.514, -1.782], [3.708, 0.876, -2.263], [2.183, 1.509, -2.816], [2.708, 1.478, -1.033], [-3.263, -1.863, -2.649], [-4.380, -2.424, -1.817], [-4.200, -3.560, -1.382], [-5.353, -1.745, -1.636], [-3.397, -2.330, -3.624], [-2.365, -2.103, -2.079], [-3.403, -0.783, -2.699], [1.121, 3.632, 0.677], [0.879, 4.987, 1.175], [1.858, 5.565, 1.584], [-0.234, 5.445, 1.169], [2.194, 3.495, 0.539], [0.547, 3.544, -0.246], [0.713, 2.894, 1.367], [4.067, 0.618, 1.609], [4.047, -0.190, 2.874], [3.676, 0.319, 3.907], [4.531, -1.304, 2.731], [3.491, 0.092, 0.848], [5.099, 0.817, 1.318], [3.568, 1.562, 1.831], [3.965, -3.749, -0.644], [2.580, -3.456, -1.247], [2.643, -4.107, -2.481], [4.019, -4.935, -2.879], [4.582, -4.732, -4.215], [4.037, -6.248, -2.271], [4.740, -3.884, -1.822], [4.098, -4.614, 0.006], [4.401, -2.934, -0.067], [2.442, -2.378, -1.331], [1.764, -3.901, -0.678], [-5.017, 1.633, 1.062], [-5.538, 0.349, 1.587], [-6.932, 0.641, 1.569], [-7.275, 2.176, 2.183], [-7.462, 2.176, 3.617], [-8.305, 2.858, 1.335], [-5.767, 2.720, 1.758], [-5.173, 1.671, -0.016], [-3.967, 1.802, 1.300], [-5.175, 0.182, 2.601], [-5.255, -0.463, 0.917]],
  "forces_ev_per_a": [[0.08, 0.03, 0.76], [-1.35, -0.68, -1.99], [-1.06, 0.25, 1.11], [1.22, 1.13, 1.46], [1.22, -0.61, -1.67], [0.34, -0.19, 0.12], [0.01, 0.40, -0.06], [-0.67, -0.63, 0.46], [0.15, 0.22, -0.08], [0.39, -0.70, -0.23], [1.97, 2.74, 0.66], [-1.02, -0.92, -0.38], [-1.33, -2.54, -0.20], [0.64, 0.67, -0.27], [-0.19, 0.23, 0.48], [-0.47, 0.46, -0.08], [-0.59, 0.28, 0.54], [0.73, -1.13, 0.25], [-0.17, 0.95, -0.28], [-0.51, 0.38, 0.18], [0.58, 0.02, 0.11], [0.09, -0.29, -0.67], [-0.10, -0.16, -0.17], [-0.38, -0.87, -0.78], [0.68, 0.73, 0.70], [0.47, 0.19, 0.17], [-0.79, -0.36, -0.25], [-0.22, 0.11, -0.01], [0.24, 0.00, -0.15], [0.07, 0.30, 0.32], [-0.74, 0.95, 0.36], [1.26, -0.34, -0.87], [-0.28, -0.24, -0.24], [-0.65, 0.24, 0.53], [0.40, -0.21, 0.09], [-0.12, -0.35, 0.05], [0.12, -0.01, 0.01], [0.60, 0.29, 0.14], [0.83, -1.02, 1.23], [-1.51, -1.20, -3.04], [1.96, 1.11, 1.76], [-2.15, 0.05, 3.03], [-0.68, 1.66, -1.13], [1.79, -0.90, -0.89], [-0.60, -0.36, -0.29], [-0.14, 0.26, -0.28], [-0.05, 0.05, -0.58], [-0.01, 0.06, 0.08], [0.42, 1.65, 0.25], [-0.24, 0.91, 0.48], [-1.51, 0.34, 0.83], [-1.43, 1.18, -2.11], [0.80, -0.32, -2.05], [3.33, -2.52, 2.39], [-0.41, -1.41, -0.10], [-0.18, 0.42, 0.05], [-0.02, 0.17, -0.01], [-0.18, -0.29, 0.13], [-0.63, -0.17, 0.09]]
}